DFT (the ωB97M-V functional and the def2-TZVPD basis) results for a molecular structure, C52H60CsN5O3PSi3 at a distorted geometry.

Properties
E_tot (Ha): -3747.28655
HOMO energy (eV): -3.64
ΔE to the lowest compared entry with this formula, charge and spin (kJ/mol): 31.4
Frontier orbital gap (eV): 5.44

```
! wB97M-V def2-TZVPD RIJCOSX def2/J DEFGRID3
* xyz -1 1
Cs -0.890 1.119 0.182
O -3.026 4.282 -2.889
C -2.177 3.691 -2.176
N -2.309 3.275 -0.933
C -3.624 3.605 -0.428
C -3.831 3.374 1.049
C -5.139 3.355 1.541
C -5.356 3.209 2.894
C -4.262 3.080 3.743
C -3.004 3.095 3.177
N -2.780 3.246 1.864
C -0.808 3.456 -2.813
C -0.618 3.909 -4.119
C 0.624 3.772 -4.713
C 1.654 3.191 -3.986
C 1.374 2.756 -2.704
N 0.176 2.870 -2.119
H -4.402 3.062 -0.981
H -3.850 4.663 -0.627
H -5.967 3.451 0.848
H -6.364 3.185 3.290
H -4.385 2.950 4.811
H -2.118 2.984 3.799
H -1.462 4.368 -4.613
H 0.793 4.121 -5.726
H 2.648 3.063 -4.398
H 2.151 2.299 -2.103
C -3.791 -0.655 4.117
O -3.272 -0.887 2.827
Si -2.904 -2.439 2.277
C -4.497 -3.428 2.514
C -1.742 -3.133 3.597
C -2.302 -2.365 0.605
Si -3.407 -1.596 -0.594
C -2.512 -0.713 -2.031
C -4.574 -0.295 0.133
C -4.579 -2.807 -1.460
Si -1.187 -3.666 0.093
C 0.519 -3.605 0.915
C -0.924 -3.707 -1.778
C -1.803 -5.423 0.492
H -4.690 -1.255 4.315
H -4.063 0.397 4.203
H -3.058 -0.884 4.903
H -4.768 -3.602 3.564
H -4.390 -4.402 2.022
H -5.331 -2.904 2.026
H -2.252 -3.188 4.567
H -0.864 -2.483 3.708
H -1.392 -4.142 3.350
H -1.621 -0.203 -1.669
H -3.161 0.037 -2.504
H -2.196 -1.427 -2.800
H -4.030 0.510 0.641
H -5.233 -0.752 0.881
H -5.199 0.157 -0.649
H -4.011 -3.561 -2.021
H -5.265 -2.306 -2.159
H -5.177 -3.336 -0.707
H 1.101 -2.762 0.521
H 1.091 -4.534 0.772
H 0.395 -3.456 1.993
H -0.398 -2.810 -2.125
H -1.895 -3.745 -2.287
H -0.357 -4.596 -2.088
H -1.934 -5.547 1.578
H -1.108 -6.203 0.147
H -2.780 -5.598 0.022
C 2.840 -0.747 4.571
C 1.986 -0.586 3.465
N 1.697 0.586 2.946
C 2.243 1.688 3.503
C 3.123 1.632 4.594
C 3.411 0.366 5.126
C 3.687 2.846 5.128
C 3.368 4.042 4.606
C 2.447 4.145 3.504
C 2.058 5.377 2.947
C 1.166 5.400 1.910
C 0.667 4.178 1.422
N 1.023 3.018 1.921
C 1.891 2.987 2.949
H 3.037 -1.735 4.963
H 1.529 -1.449 2.985
H 4.080 0.286 5.976
H 4.376 2.776 5.963
H 3.796 4.951 5.015
H 2.466 6.296 3.354
H 0.840 6.332 1.467
H -0.050 4.144 0.604
O 1.349 -1.169 -0.956
P 2.473 -1.125 -1.929
C 1.910 -1.160 -3.641
C 2.573 -1.846 -4.656
C 2.025 -1.890 -5.932
C 0.807 -1.269 -6.189
C 0.134 -0.599 -5.176
C 0.683 -0.545 -3.906
C 3.464 0.371 -1.706
C 3.358 1.004 -0.464
C 4.057 2.183 -0.228
C 4.861 2.725 -1.224
C 4.968 2.095 -2.458
C 4.268 0.921 -2.701
C 3.622 -2.510 -1.766
C 3.069 -3.732 -1.374
C 3.879 -4.853 -1.251
C 5.239 -4.759 -1.520
C 5.794 -3.544 -1.904
C 4.988 -2.419 -2.025
H 3.509 -2.355 -4.453
H 2.540 -2.424 -6.722
H 0.376 -1.322 -7.182
H -0.826 -0.133 -5.367
H 0.151 -0.045 -3.108
H 2.697 0.590 0.293
H 3.955 2.685 0.728
H 5.396 3.651 -1.042
H 5.583 2.531 -3.236
H 4.322 0.448 -3.678
H 2.008 -3.788 -1.150
H 3.445 -5.797 -0.942
H 5.874 -5.632 -1.419
H 6.858 -3.471 -2.104
H 5.427 -1.468 -2.309
*
```

These are the Löwdin partial charges, in e, on atoms 1 to 99: Cs 0.99; O -0.06; C -0.56; N -0.12; C -0.22; C -0.28; C -0.03; C -0.07; C -0.10; C -0.15; N 0.08; C -0.19; C -0.01; C -0.07; C -0.07; C -0.15; N 0.05; H 0.12; H 0.12; H 0.11; H 0.10; H 0.10; H 0.11; H 0.11; H 0.10; H 0.09; H 0.07; C -0.16; O -0.29; Si 0.25; C -0.17; C -0.17; C -0.44; Si 0.31; C -0.23; C -0.18; C -0.19; Si 0.33; C -0.18; C -0.18; C -0.20; H 0.08; H 0.05; H 0.07; H 0.02; H 0.02; H 0.02; H 0.02; H 0.02; H 0.02; H -0.14; H 0.04; H 0.02; H 0.00; H 0.02; H 0.03; H 0.01; H 0.02; H 0.02; H -0.01; H 0.02; H 0.00; H 0.00; H 0.01; H 0.03; H 0.01; H 0.02; H 0.02; C -0.04; C -0.10; N 0.14; C -0.15; C -0.15; C -0.03; C -0.04; C -0.04; C -0.16; C -0.02; C -0.04; C -0.13; N 0.08; C -0.17; H 0.10; H 0.10; H 0.11; H 0.11; H 0.11; H 0.11; H 0.11; H 0.08; O -0.35; P 0.78; C -0.26; C -0.08; C -0.08; C -0.08; C -0.06; C -0.07; C -0.28